Entry 1:
Below is an isolated molecule of C21H38N4O3 in a non-equilibrium geometry, with properties calculated with wB97M-V/def2-TZVPD.

Geometry (Å):
C1 -3.6183 -0.2877 0.2026
H1 -4.7659 -0.2177 0.4089
H2 -3.6849 0.0534 -0.8673
H3 -3.2475 -1.2646 0.1982
C2 -2.8332 0.7846 0.8440
N1 -1.3334 0.6019 0.6902
C3 -0.7002 0.8708 -0.4365
O1 -1.5970 1.2596 -1.5756
C4 0.5549 0.4963 -0.6900
C5 1.0948 0.8563 -2.0323
N2 2.3946 0.2836 -2.0450
C6 3.2938 0.8467 -1.2967
O2 4.5923 0.8578 -1.3152
C7 2.6177 1.9216 -0.1927
C8 1.3888 1.3685 0.2833
H4 0.9567 2.1361 0.9095
H5 1.8647 0.8490 1.2342
H6 2.4854 2.8502 -0.7977
H7 3.2349 2.2846 0.5043
C9 2.9711 -0.5879 -2.9515
C10 2.4516 -1.9737 -2.8112
H8 1.4483 -2.1087 -2.4790
C11 3.0635 -2.5317 -1.3310
N3 2.6720 -3.7741 -0.7222
C12 1.0191 -3.7162 -0.5071
C13 0.8893 -4.8534 0.4525
H9 0.0493 -4.7854 0.7390
O3 0.9476 -6.1108 -0.3618
C14 2.5136 -6.1360 -0.8784
C15 2.7544 -4.7882 -1.6863
H10 3.6345 -4.9523 -2.1265
H11 2.0004 -4.7855 -2.7370
H12 2.3810 -6.9864 -1.5342
H13 3.2200 -6.1335 -0.1984
H14 1.7205 -4.9533 1.2472
H15 1.0304 -2.8631 0.4479
H16 0.3847 -3.4785 -1.2802
H17 3.1161 -1.7133 -0.3951
H18 4.1708 -2.6373 -1.5639
H19 2.7466 -2.7818 -3.4520
H20 2.6449 -0.1451 -3.9105
H21 4.1630 -0.6552 -2.8695
H22 0.6232 0.1414 -2.7468
H23 1.0576 1.9006 -2.3246
H24 0.6844 -0.6369 -0.4631
H25 -0.8856 0.4223 1.4380
C16 -2.9642 0.3486 2.5164
H26 -2.4623 1.1238 3.1609
H27 -2.7194 -0.8131 2.5835
H28 -4.0087 0.0515 2.7872
C17 -3.5054 2.0580 0.8241
N4 -3.0134 2.9872 1.8152
C18 -4.0415 4.2071 2.1094
C19 -2.8954 5.1967 2.9351
H29 -3.3492 6.2259 3.0027
H30 -2.7815 4.7106 4.1027
C20 -1.6435 5.0422 1.9513
H31 -1.6675 5.6098 1.1983
H32 -0.8631 5.2570 2.6779
C21 -1.5634 3.6586 1.8904
H33 -0.9143 3.0818 2.0925
H34 -1.3275 3.5129 0.6209
H35 -4.7479 3.7838 2.6819
H36 -4.0914 4.4605 1.2314
H37 -4.4399 2.0923 0.9600
H38 -3.1708 2.4777 -0.1622

Cartesian forces, eV/Å:
-3.26 2.17 -3.48
2.15 -0.36 0.50
0.36 -0.75 0.39
0.59 -1.41 0.41
0.61 -4.38 6.65
-5.42 3.08 -6.78
-12.50 1.92 -6.01
5.09 -1.56 5.91
5.77 -0.90 1.19
-1.32 -3.27 -2.05
2.66 0.90 1.82
5.25 5.22 4.82
-4.59 -1.15 -0.47
0.49 -0.62 -7.34
1.20 -1.82 5.30
-1.56 0.43 -0.62
-1.52 -0.54 -1.68
-0.28 -0.51 -0.16
2.76 0.40 2.79
1.42 -1.51 -3.85
0.71 -2.18 4.79
-1.46 0.56 -1.01
3.20 3.07 0.89
-4.44 2.12 -2.07
6.66 2.49 7.56
10.38 -3.53 -5.50
-11.40 0.13 4.91
3.98 1.25 0.72
-7.53 1.50 -4.88
-4.98 -3.88 -0.94
4.11 0.07 -1.46
1.54 0.29 3.08
0.73 -0.22 0.07
2.95 -0.63 4.07
-1.55 0.84 -1.19
-0.43 -1.29 -3.09
-1.24 -0.01 -1.84
-0.63 -1.69 -2.75
-0.95 0.06 0.33
0.12 0.28 -0.94
0.78 -0.62 -0.42
-2.78 0.80 -0.11
-0.63 1.40 0.03
-0.22 -0.07 0.01
-0.03 1.87 -0.47
3.93 -1.75 6.65
-0.09 -2.46 -1.55
-0.62 -1.37 -0.41
1.13 2.34 0.02
0.24 1.76 -0.23
9.37 4.23 -2.90
0.59 2.96 3.86
9.08 -2.85 7.91
-3.15 -1.38 0.26
0.78 -0.92 0.11
0.02 1.42 -3.58
-0.82 -0.92 11.24
-0.30 4.10 -5.95
0.75 1.20 -0.49
-10.71 0.55 -12.24
8.55 -7.22 4.63
-0.07 0.14 2.44
-2.97 -0.82 1.66
-2.21 3.81 -9.00
-7.31 -0.79 0.56
-1.01 -0.03 -0.13

HOMO level   -7.7 eV
Relative energy (zero: lowest compared OMol25 entry of this formula, charge and spin)   2096.0 kJ/mol
Frontier orbital gap   8.090 eV
SMILES string   CC(C)(CN1CCCC1)NC(=O)[C@@H]1CCC(=O)N(CCCN2CCOCC2)C1
Energy   -34477.0777 eV

These are the Mulliken partial charges, in e, on atoms 1 to 2: -1.9153, 0.3703

Entry 2:
Below is a structure of composition C21H38NO2P2Tb in a non-equilibrium geometry, with properties calculated with wB97M-V/def2-TZVPD.

Geometry (Å):
C1 -0.5250 3.9744 -2.1161
C2 -0.5431 2.6183 -1.7863
N1 0.2460 2.1953 -0.7777
C3 1.1669 2.9702 -0.1740
C4 1.2431 4.3198 -0.5096
C5 0.3749 4.8295 -1.4751
C6 -1.4733 1.6233 -2.5285
P1 -1.9751 0.1313 -1.5882
Tb1 0.0646 -0.0311 -0.0057
P2 2.5101 0.5546 0.7233
C7 2.0755 2.3566 0.9414
C8 0.3592 -2.3426 -0.0502
C9 -0.6963 -2.8628 0.6614
C10 -0.6956 -4.2737 0.8354
C11 0.3267 -5.0232 0.2785
C12 1.3664 -4.4419 -0.4392
C13 1.3858 -3.0343 -0.6131
O1 -0.3898 0.2782 -4.9002
O2 0.7036 -1.8260 -3.6942
H1 -1.2309 4.3239 -2.8604
H2 1.9670 4.9322 0.0185
H3 0.3998 5.8931 -1.7299
C14 -3.2956 0.5044 -0.4030
C15 -2.4685 -1.2243 -2.6410
H4 3.0401 2.8793 1.0313
H5 1.5635 2.4932 1.9175
H6 -1.0021 1.2466 -3.4933
H7 -2.4364 2.1100 -2.7638
C16 2.8228 -0.1640 2.3611
C17 4.0044 0.4360 -0.2676
H8 -1.4935 -2.2355 1.0862
H9 -1.5038 -4.7206 1.4050
H10 0.3114 -6.1028 0.4113
H11 2.1611 -5.0383 -0.8739
H12 2.1662 -2.4985 -1.1640
H13 1.0266 -1.2090 -2.9348
H14 0.5405 -2.6830 -3.2756
H15 -0.0282 -0.6209 -4.6557
H16 0.3459 0.7282 -5.3468
H17 1.1176 -0.3712 -1.8995
H18 -4.2304 0.7393 -0.9255
H19 -3.4766 -0.3525 0.2707
H20 -3.0402 1.3395 0.2712
H21 -3.3502 -0.9586 -3.2377
H22 -1.6343 -1.4987 -3.3088
H23 -2.6799 -2.1207 -2.0391
H24 4.8888 0.8742 0.2117
H25 4.1971 -0.6273 -0.4918
H26 3.8255 0.9141 -1.2448
H27 3.7043 0.2697 2.8496
H28 1.9648 -0.0623 3.0489
H29 2.9724 -1.2504 2.2532
C18 -2.6455 -0.3796 3.5213
C19 -1.4354 0.5436 3.3459
C20 -0.4405 0.3592 4.4902
C21 -0.7036 0.3130 2.0732
H30 -2.3667 -1.4398 3.4909
H31 -3.4062 -0.2177 2.7550
H32 -3.1292 -0.2062 4.4923
H33 -1.7995 1.5782 3.3494
H34 -0.0497 -0.6600 4.4852
H35 0.4030 1.0403 4.3625
H36 -0.8924 0.5517 5.4680
H37 -0.0857 1.1970 1.7370
H38 -0.1220 -0.6410 2.0681

Cartesian forces, eV/Å:
0.10 -0.07 0.01
-0.26 0.01 0.43
0.66 0.29 -0.67
-0.05 0.12 0.03
0.13 -0.20 0.11
-0.13 -0.18 -0.03
-0.64 0.53 -0.23
0.57 -0.27 0.19
-0.06 -2.31 -0.15
-0.02 -0.15 -0.17
0.18 0.50 0.05
-0.28 2.88 0.13
0.36 -2.53 0.03
-0.68 1.38 0.11
0.03 -0.59 0.07
0.46 1.17 -0.49
0.25 -2.59 0.24
0.62 -0.40 -0.63
0.28 -0.21 0.06
0.20 0.15 -0.01
-0.12 0.12 -0.23
-0.02 -0.40 0.10
-1.11 0.37 -0.04
-0.56 -0.25 -1.01
-0.44 0.39 -0.22
0.29 -0.22 -0.49
-0.37 0.39 1.08
0.55 0.41 -0.30
0.53 0.08 0.84
0.78 0.16 -0.25
0.21 -0.22 -0.06
0.11 -0.33 -0.05
0.04 0.12 -0.02
-0.08 -0.25 0.09
-0.14 -0.41 0.11
-0.46 -0.27 -0.13
0.07 0.26 -0.08
-0.19 0.63 0.04
-0.34 -0.28 0.19
0.21 0.52 -0.11
-0.11 0.05 0.19
0.25 0.21 -0.49
0.12 -0.26 -0.45
0.09 -0.28 -0.03
-0.30 0.33 0.30
0.00 0.44 0.05
-0.05 -0.07 -0.14
-0.15 0.37 0.23
-0.03 -0.09 0.42
-0.04 -0.15 0.00
0.28 0.20 -0.57
0.06 0.37 -0.21
-0.13 -0.02 0.24
0.36 -0.14 0.48
-0.33 0.28 0.60
-1.05 0.41 -0.78
0.12 0.14 -0.05
0.13 0.05 -0.08
0.11 -0.02 -0.11
0.01 -0.03 0.05
-0.02 -0.07 0.01
0.01 0.03 0.07
0.08 -0.04 0.10
-0.17 -0.45 1.06
0.09 0.41 0.58

HOMO level (alpha / beta)   -6.5 / -6.5 eV
2S+1   7
Frontier orbital gap (alpha / beta)   6.613 / 6.594 eV
Energy   -68986.4376 eV

These are the Mulliken partial charges, in e, on atoms 1 to 2: -0.8847, 0.5900

Entry 3:
Below is a structure of composition C21H39AlNO7S3 in a non-equilibrium geometry, with properties calculated with wB97M-V/def2-TZVPD.

Geometry (Å):
O1 3.8849 -1.6249 1.4367
C1 2.9356 -2.3836 0.6728
C2 1.6629 -1.5558 0.4008
C3 1.9255 -0.0420 0.1853
C4 1.6296 0.8357 1.4223
Al1 -0.3672 1.2901 1.6392
C5 -1.3653 -0.3688 0.9057
C6 -1.6913 -1.4381 1.7872
C7 -2.3130 -2.5417 1.2533
C8 -2.6074 -2.5706 -0.1029
C9 -2.2561 -1.4912 -0.8517
N1 -1.6469 -0.3902 -0.4094
H1 3.4812 -1.5491 2.3077
H2 2.6260 -3.2260 1.3120
H3 3.3812 -2.8152 -0.2269
H4 1.1354 -1.9245 -0.4869
H5 1.0206 -1.6502 1.2831
H6 2.9781 0.0680 -0.1355
H7 1.3333 0.2867 -0.6796
H8 1.9918 0.3165 2.3217
H9 2.1304 1.8002 1.2595
H10 -0.7456 2.6370 0.8398
H11 -0.6613 1.5119 3.2053
H12 -1.4406 -1.4245 2.8399
H13 -2.5545 -3.3868 1.8992
H14 -3.0764 -3.4282 -0.5743
H15 -2.4705 -1.5414 -1.9257
C10 -1.1516 3.1419 -4.6490
C11 -2.2714 2.4182 -3.8911
C12 -1.8217 2.2731 -2.4309
S1 -0.7116 3.6444 -2.1080
O2 0.6071 3.1206 -1.8711
O3 -1.3464 4.5753 -1.2137
C13 -0.7529 4.3219 -3.7702
H16 -1.4761 3.4706 -5.6372
H17 -0.3003 2.4694 -4.7794
H18 -3.1862 3.0154 -3.9391
H19 -2.4926 1.4453 -4.3306
H20 -2.6570 2.3252 -1.7387
H21 -1.2674 1.3509 -2.2677
H22 0.2204 4.7386 -4.0200
H23 -1.5128 5.1034 -3.7902
C14 -6.5942 0.1266 3.5273
C15 -6.5498 -1.4043 3.4392
C16 -5.0847 -1.8297 3.5929
S2 -4.2919 -0.5565 4.5834
O4 -3.3169 0.1113 3.7726
O5 -3.9686 -1.0928 5.8835
C17 -5.7304 0.5005 4.7271
H24 -7.6137 0.4963 3.6386
H25 -6.1746 0.5606 2.6169
H26 -7.1459 -1.8326 4.2492
H27 -6.9665 -1.7669 2.4997
H28 -4.9893 -2.7865 4.1012
H29 -4.5735 -1.8673 2.6319
H30 -5.4183 1.5423 4.7285
H31 -6.2299 0.2560 5.6651
C18 6.1404 -0.7363 -0.7766
C19 5.9660 0.4421 -1.7414
C20 6.8427 0.1647 -2.9702
S3 6.9647 -1.6227 -3.1035
O6 8.3380 -2.0104 -2.8816
O7 6.2353 -2.0686 -4.2660
C21 6.0195 -1.9923 -1.6314
H32 5.3965 -0.7215 0.0182
H33 7.1307 -0.6929 -0.3148
H34 4.9189 0.5116 -2.0432
H35 6.2341 1.3887 -1.2741
H36 6.4032 0.5594 -3.8833
H37 7.8497 0.5589 -2.8431
H38 6.4217 -2.8819 -1.1518
H39 4.9872 -2.1635 -1.9360

Cartesian forces, eV/Å:
0.19 -0.57 -0.26
-1.04 0.04 0.82
0.31 0.58 -0.11
0.34 -0.11 -0.24
-0.57 -0.28 -0.69
0.47 -0.16 -0.03
0.58 1.24 1.38
-0.10 -0.05 -1.28
-0.03 -0.48 0.66
-0.26 -0.75 0.36
-0.04 0.27 -1.50
-0.26 -0.69 0.36
0.15 0.31 -0.04
0.15 -0.17 -0.40
0.33 0.45 0.08
-0.04 -0.34 0.33
-0.14 -0.10 -0.28
-0.14 -0.02 0.03
-0.03 0.06 0.20
0.22 0.35 -0.03
0.12 -0.13 0.45
-0.12 -0.12 -0.19
-0.09 -0.11 0.23
0.05 0.34 -0.07
-0.03 0.00 -0.16
0.00 0.05 0.08
0.06 0.20 0.14
-0.04 -0.05 0.00
0.01 0.07 0.03
-0.22 -0.20 -0.40
-0.32 -0.27 0.26
0.15 0.26 -0.07
0.23 0.26 -0.07
0.01 -0.03 -0.39
0.02 -0.01 0.00
0.02 0.03 0.01
0.02 0.02 -0.02
0.00 0.00 0.02
0.18 -0.03 0.19
0.01 0.06 0.23
0.02 0.02 0.16
0.01 0.00 0.06
0.04 -0.05 -0.06
-0.03 0.02 0.04
-0.36 -0.24 -0.19
-0.12 0.01 0.01
0.01 0.02 0.25
0.13 0.03 -0.03
-0.36 0.12 -0.08
0.01 0.01 -0.01
0.02 0.03 0.03
0.01 0.02 0.01
0.02 0.00 0.01
0.15 0.05 0.03
0.11 0.10 0.07
0.17 -0.06 0.04
0.05 -0.02 0.01
0.03 0.17 0.02
-0.04 -0.08 -0.01
-0.12 0.41 0.12
-0.35 0.10 0.24
0.02 -0.09 -0.21
0.28 -0.13 -0.13
-0.08 0.06 0.32
0.01 -0.05 -0.01
0.00 -0.05 -0.02
0.00 -0.01 0.03
-0.02 0.00 -0.02
0.10 -0.13 -0.09
0.04 -0.13 -0.03
0.05 -0.04 -0.14
0.03 0.01 -0.07

HOMO level   -4.4 eV
Frontier orbital gap   6.677 eV
Total charge   -1
Energy   -77334.0752 eV

These are the Mulliken partial charges, in e, on atoms 1 to 2: -0.5469, -0.5961